Entry from OMol25: an isolated ion of composition C6H16NO and charge +2 at a distorted geometry (the ωB97M-V functional and the def2-TZVPD basis).

* ΔE to the lowest compared entry with this formula, charge and spin: 66.0 kcal/mol
* total charge: +2
* spin multiplicity: 2
* LUMO (spin up / spin down): -0.2369 / -0.4919 Eh
* HOMO energy (spin up / spin down): -19.00 / -18.97 eV
* max |F|: 3.7 eV Å⁻¹

Atoms and positions in Å:
O1 -0.88178 1.64873 1.87903
N1 3.00692 0.12546 -1.25922
C1 0.76337 -0.84047 -1.48441
C2 -0.58400 -1.26916 -0.77418
C3 1.59151 0.23947 -0.73967
C4 -0.72932 -1.02599 0.76859
C5 -1.78471 1.24499 0.81836
C6 -2.06859 -0.25938 1.05500
H1 -1.41596 -0.76998 -1.29837
H2 -2.83722 -0.76681 0.50054
H3 -0.71741 -1.97955 1.34095
H4 1.24417 1.25460 -0.76872
H5 0.06341 -0.48414 1.23046
H6 3.68461 0.86123 -1.01996
H7 3.42555 -0.75680 -0.93455
H8 0.36230 -0.46328 -2.42445
H9 -1.50305 2.18151 2.43813
H10 1.40599 -1.74871 -1.72429
H11 -0.72333 -2.32195 -1.00545
H12 1.69891 -0.02168 0.34860
H13 3.13631 -0.15682 -2.25666
H14 -2.49722 1.94911 0.40988
H15 -2.26733 -0.48713 2.07914
H16 -1.14537 1.29936 -0.11018